Record 1
Computed, not measured: 8 unconnected molecules or ions with the total composition C18H54N2O10, with the ωB97M-V functional and the def2-TZVPD basis.

ORCA input file:
```
! RIJCOSX wB97M-V def2-TZVPD def2/J DEFGRID3
* xyz 0 1
C -0.703 -6.582 3.506
O -0.684 -5.379 2.790
C -1.909 -4.670 2.715
C -2.036 -3.599 3.807
N -1.980 -2.265 3.222
C -2.423 -1.222 4.138
C -2.544 0.055 3.329
O -3.532 -0.118 2.357
C -3.841 0.950 1.509
H -1.028 -6.419 4.546
H 0.233 -7.122 3.430
H -1.505 -7.270 3.189
H -2.845 -5.242 2.647
H -1.849 -4.310 1.680
H -1.133 -3.668 4.420
H -2.961 -3.751 4.381
H -2.531 -2.240 2.372
H -1.728 -1.144 4.975
H -3.426 -1.499 4.501
H -1.566 0.394 2.961
H -2.755 0.960 3.925
H -4.553 1.633 1.990
H -4.301 0.598 0.590
H -2.959 1.565 1.305
C -0.895 0.279 -1.768
O -0.535 -0.838 -2.559
C 0.151 -0.455 -3.744
C 0.153 -1.638 -4.652
N 0.714 -1.376 -5.985
C -0.202 -0.593 -6.873
C -0.625 -1.470 -8.054
O -1.596 -0.886 -8.865
C -2.122 -1.729 -9.885
H 0.005 0.842 -1.516
H -1.384 -0.137 -0.886
H -1.688 0.911 -2.185
H 1.160 -0.102 -3.511
H -0.412 0.358 -4.218
H -0.834 -2.128 -4.673
H 0.707 -2.499 -4.259
H 0.631 -2.264 -6.472
H 0.389 0.236 -7.274
H -1.088 -0.196 -6.372
H -1.076 -2.379 -7.612
H 0.298 -1.756 -8.577
H -2.747 -1.037 -10.448
H -2.805 -2.446 -9.417
H -1.332 -2.203 -10.465
C 2.773 0.193 3.824
O 1.997 0.800 2.792
H 3.807 0.105 3.486
H 2.853 0.802 4.730
H 2.308 -0.754 4.097
H 2.555 0.815 2.006
C -2.204 4.679 2.435
O -2.292 4.379 3.813
H -1.184 4.658 2.057
H -2.817 3.975 1.868
H -2.471 5.737 2.312
H -3.165 4.543 4.167
C 2.735 4.332 4.018
O 2.639 5.749 4.098
H 3.729 3.898 3.897
H 2.391 3.975 4.994
H 1.995 3.912 3.332
H 2.966 6.084 3.256
C 0.294 2.832 0.714
O -0.133 1.811 1.569
H 0.981 2.501 -0.075
H -0.555 3.304 0.223
H 0.878 3.622 1.202
H 0.541 1.595 2.246
C 4.983 2.428 0.228
O 5.215 1.960 1.553
H 5.535 1.815 -0.495
H 3.928 2.269 0.021
H 5.338 3.459 0.165
H 6.102 2.173 1.847
C 3.255 -0.725 -0.973
O 2.612 0.027 0.032
H 3.811 -1.557 -0.544
H 2.556 -1.074 -1.738
H 3.917 -0.094 -1.566
H 1.817 -0.378 0.398
*
```

The value obtained for the highest occupied orbital energy is -8.410 eV. The gap between HOMO and LUMO comes out at 0.3304 Eh. The SMILES is COCCNCCOC.COCCNCCOC.CO.CO.CO.CO.CO.CO.

=====

Record 2
Computed, not measured: 2 unconnected molecules or ions with the total composition C7H18, with the ωB97M-V functional and the def2-TZVPD basis.

ORCA input file:
```
! RIJCOSX wB97M-V def2-TZVPD def2/J DEFGRID3
* xyz 0 1
C 1.361 -3.018 1.078
C 0.706 -1.655 0.844
C 1.107 -0.663 1.950
C 1.073 -1.096 -0.542
H 1.140 -3.377 2.092
H 2.444 -2.932 1.000
H 1.029 -3.760 0.348
H -0.363 -1.832 0.948
H 0.752 -1.020 2.922
H 2.189 -0.667 2.048
H 0.730 0.326 1.685
H 0.819 -0.030 -0.530
H 2.149 -1.204 -0.638
H 0.487 -1.557 -1.336
C -2.320 1.332 -0.457
C -1.287 2.456 -0.643
C -0.592 2.449 -1.989
H -2.039 0.734 0.406
H -2.371 0.634 -1.295
H -3.329 1.702 -0.330
H -1.812 3.408 -0.549
H -0.581 2.501 0.180
H 0.007 3.312 -2.276
H 0.036 1.569 -2.121
H -1.334 2.388 -2.794
*
```

The value obtained for the highest occupied orbital energy is -11.240 eV. The gap between HOMO and LUMO comes out at 0.4545 Eh. The SMILES is CC(C)C.CCC.

=====

Number 1: E_LUMO 0.6 eV. Number 2: E_LUMO 1.1 eV.